64
Properties=species:S:1:pos:R:3:forces:R:3:mulliken_charge:R:1 method="wB97M-V/def2-TZVPD" e_tot_ev=-35032.906 total_charge=0 smiles="CC1(C)C[C@@H](C(=O)N2CCCCC(C)(C)C2)CN(C(=O)c2ncoc2C2CC2)C1" homo_energy_ev=-8.79 e_above_lowest_kcal_mol=20.5
C 0.1973 3.9574 0.9892 0.0 0.0 0.0 -2.054
C 0.4703 2.6990 0.1693 0.0 0.0 0.0 3.117
C 1.9493 2.6689 -0.2234 0.0 0.0 0.0 -1.937
C 0.1001 1.4610 1.0004 0.0 0.0 0.0 -2.217
C 0.1042 0.1762 0.1737 0.0 0.0 0.0 2.216
C -0.3710 -1.0133 0.9920 0.0 0.0 0.0 -0.036
O -1.1692 -0.8649 1.9068 0.0 0.0 0.0 -0.692
N 0.1034 -2.2362 0.6284 0.0 0.0 0.0 0.541
C 1.0376 -2.4704 -0.4698 0.0 0.0 0.0 -0.989
C 2.5142 -2.3913 -0.0703 0.0 0.0 0.0 -0.536
C 2.8066 -2.8675 1.3541 0.0 0.0 0.0 -0.725
C 2.0680 -4.1397 1.7856 0.0 0.0 0.0 -1.408
C 0.6584 -3.9546 2.3829 0.0 0.0 0.0 2.811
C 0.1509 -5.3252 2.8352 0.0 0.0 0.0 -2.117
C 0.7004 -3.0202 3.5941 0.0 0.0 0.0 -1.778
C -0.3444 -3.4191 1.3510 0.0 0.0 0.0 -2.376
C -0.8238 0.3666 -1.0302 0.0 0.0 0.0 -1.774
N -0.3541 1.4904 -1.8290 0.1 0.0 0.0 0.398
C 0.4714 1.1942 -2.8697 -0.2 0.0 -0.1 0.788
O 0.7224 0.0285 -3.1706 0.0 0.0 0.0 -0.759
C 1.0006 2.2681 -3.7543 0.2 0.0 0.1 0.516
N 1.2707 3.5980 -3.4200 -0.1 0.0 0.0 -0.369
C 1.7456 4.1104 -4.4914 0.0 0.0 0.0 -0.419
O 1.8303 3.2513 -5.5315 0.0 0.0 0.0 -0.412
C 1.3610 2.0647 -5.0493 0.0 0.0 -0.1 0.050
C 1.3283 0.9295 -5.9700 0.0 0.0 0.0 -0.102
C 1.0638 1.1686 -7.4361 0.0 0.0 0.0 -0.634
C 2.4338 0.7725 -6.9886 0.0 0.0 0.0 -0.615
C -0.4135 2.7489 -1.0907 0.0 0.0 0.0 -2.049
H -0.8545 4.0185 1.2772 0.0 0.0 0.0 0.461
H 0.7953 3.9567 1.9028 0.0 0.0 0.0 0.398
H 0.4502 4.8555 0.4209 0.0 0.0 0.0 0.438
H 2.1993 1.8082 -0.8472 0.0 0.0 0.0 0.277
H 2.2172 3.5653 -0.7839 0.0 0.0 0.0 0.419
H 2.5720 2.6193 0.6729 0.0 0.0 0.0 0.453
H 0.7880 1.3679 1.8461 0.0 0.0 0.0 0.622
H -0.8987 1.5856 1.4270 0.0 0.0 0.0 0.260
H 1.1090 -0.0138 -0.2059 0.0 0.0 0.0 -0.300
H 0.8171 -3.4740 -0.8366 0.0 0.0 0.0 0.655
H 0.8392 -1.7939 -1.3009 0.0 0.0 0.0 0.230
H 3.0809 -2.9915 -0.7877 0.0 0.0 0.0 0.483
H 2.8772 -1.3658 -0.1819 0.0 0.0 0.0 0.212
H 3.8828 -3.0370 1.4346 0.0 0.0 0.0 0.475
H 2.5826 -2.0650 2.0591 0.0 0.0 0.0 0.216
H 2.0119 -4.8392 0.9422 0.0 0.0 0.0 0.372
H 2.6645 -4.6446 2.5516 0.0 0.0 0.0 0.559
H -0.8700 -5.2572 3.2172 0.0 0.0 0.0 0.433
H 0.1577 -6.0403 2.0088 0.0 0.0 0.0 0.437
H 0.7812 -5.7245 3.6324 0.0 0.0 0.0 0.432
H -0.2618 -3.0289 4.1088 0.0 0.0 0.0 0.458
H 1.4722 -3.3404 4.2989 0.0 0.0 0.0 0.389
H 0.8964 -1.9864 3.3130 0.0 0.0 0.0 0.295
H -1.2790 -3.1705 1.8521 0.0 0.0 0.0 0.535
H -0.5478 -4.1998 0.6112 0.0 0.0 0.0 0.397
H -0.8765 -0.5176 -1.6579 0.0 0.0 0.0 0.783
H -1.8281 0.6055 -0.6698 0.0 0.0 0.0 0.165
H 2.0873 5.1174 -4.6609 0.0 0.0 0.0 0.451
H 0.9365 0.0322 -5.5186 0.0 0.0 0.0 0.547
H 0.4543 0.4365 -7.9463 0.0 0.0 0.0 0.282
H 0.9162 2.1914 -7.7531 0.0 0.0 0.0 0.226
H 3.2006 1.5338 -6.9989 0.0 0.0 0.0 0.219
H 2.7768 -0.2324 -7.1866 0.0 0.0 0.0 0.290
H -1.4555 2.8936 -0.7881 0.0 0.0 0.0 0.300
H -0.1200 3.5753 -1.7273 0.0 0.0 0.0 0.689



64
Properties=species:S:1:pos:R:3:forces:R:3:mulliken_charge:R:1 method="wB97M-V/def2-TZVPD" e_tot_ev=-42512.031 total_charge=-1 homo_energy_ev="-1.37 / -4.36" spin_multiplicity=6 e_above_lowest_kcal_mol=4.5 s2=8.78
Ru -16.0931 0.1053 -5.1492 -0.4 0.3 -0.1 0.534
C -18.3407 -2.0670 -2.9434 -0.3 -0.8 -0.2 -1.528
C -17.4559 -0.9132 -2.6323 -0.1 0.8 -0.2 1.994
C -17.7342 0.3629 -3.1828 0.8 -0.4 0.4 -1.601
C -16.8392 1.4242 -2.9543 -0.3 -0.4 -0.4 0.950
C -17.2044 2.7898 -3.4459 -0.3 0.1 -0.1 -1.639
C -15.6567 1.1791 -2.2561 0.1 0.0 0.0 -0.006
C -15.3651 -0.0682 -1.7269 -0.3 -0.2 -0.1 0.730
C -14.0142 -0.3351 -1.1398 0.2 -0.2 0.0 -1.603
C -16.3109 -1.0890 -1.8833 0.1 -0.2 0.0 -0.834
H -18.1978 -2.4251 -3.9839 0.0 0.3 0.5 0.155
H -19.3988 -1.8299 -2.8059 0.0 0.1 -0.1 0.320
H -18.1139 -2.9115 -2.2821 0.0 0.1 -0.1 0.449
H -18.6333 0.5257 -3.7576 -0.1 0.0 0.0 0.066
H -17.9250 2.6996 -4.2728 0.3 0.2 0.2 0.111
H -16.3384 3.3713 -3.7700 -0.1 -0.1 0.0 0.299
H -17.6889 3.3244 -2.6230 0.0 0.2 -0.1 0.399
H -14.9249 1.9803 -2.2025 0.0 -0.1 0.1 0.299
H -13.3326 -0.6558 -1.9428 -0.1 0.2 0.2 0.245
H -14.0038 -1.1349 -0.3917 -0.2 0.1 -0.1 0.409
H -13.6406 0.5763 -0.6766 0.3 0.0 0.0 0.400
H -16.1351 -2.0907 -1.4883 0.2 0.3 0.0 0.296
O -12.7644 -2.2028 -5.2146 0.5 -0.2 -0.1 -0.800
C -13.5644 -1.2768 -5.1634 -0.4 0.1 0.2 0.378
O -14.8315 -1.4864 -4.7882 0.8 0.2 -0.2 -0.670
C -13.1854 0.1171 -5.5093 -0.1 0.0 0.2 0.138
C -11.9326 0.4924 -6.0039 -0.1 -0.2 -0.1 -0.786
C -11.6322 1.7957 -6.3306 0.4 -0.6 0.2 -0.538
C -12.6127 2.7837 -6.1002 -0.9 0.7 -0.1 -0.756
C -13.8404 2.3910 -5.6342 0.3 -0.5 0.0 -0.512
N -14.1708 1.1004 -5.3334 -0.1 0.8 -0.1 0.548
H -11.2102 -0.2848 -6.1715 0.2 -0.3 0.0 0.473
H -10.6699 2.0717 -6.7216 0.3 -0.1 -0.1 0.391
H -12.4476 3.8260 -6.3820 -0.1 -0.3 0.2 0.360
H -14.6090 3.1409 -5.5124 -0.3 0.0 0.1 0.324
C -15.6046 -0.0122 -8.2258 -0.3 0.4 0.5 -1.838
C -17.0921 -0.4142 -8.1004 0.1 -0.2 0.1 2.557
C -17.2002 -1.8971 -8.5069 0.2 0.0 0.4 -1.900
C -17.8757 0.4598 -9.0760 0.0 0.0 0.0 -1.788
C -17.6180 -0.2658 -6.6108 -0.3 0.0 -0.5 -0.362
H -15.2569 -0.1224 -9.2549 0.0 -0.1 -0.1 0.473
H -14.9709 -0.6268 -7.5698 -0.1 0.2 -0.2 0.304
H -15.4846 1.0522 -7.9402 0.1 -0.5 -0.1 0.371
H -16.7623 -2.1152 -9.4840 0.0 0.2 -0.1 0.427
H -18.2237 -2.2668 -8.4907 -0.3 0.1 -0.1 0.314
H -16.6583 -2.4949 -7.7719 0.1 -0.1 0.0 0.374
H -17.4461 0.3514 -10.0706 0.1 0.0 -0.2 0.490
H -17.8094 1.5145 -8.8006 -0.1 -0.1 0.0 0.316
H -18.9233 0.1610 -9.1389 0.0 0.1 0.0 0.200
H -18.0391 -1.2502 -6.3151 0.0 0.3 -0.1 0.245
C -21.0785 0.4254 -4.8916 0.4 0.1 -0.2 -1.006
Si -20.3324 0.5622 -6.6260 -0.1 0.0 0.0 0.501
C -20.9194 -0.9494 -7.5862 0.1 0.3 0.0 -1.130
C -20.9504 2.1178 -7.4883 0.3 0.0 0.3 -1.146
O -18.7019 0.7227 -6.5376 -0.1 -0.1 0.1 -0.266
H -22.1615 0.3746 -4.8621 -0.3 0.0 -0.2 0.449
H -20.7727 1.2672 -4.2701 0.0 0.1 0.0 0.303
H -20.7029 -0.4756 -4.4114 0.1 -0.2 0.1 0.121
H -22.0091 -0.9771 -7.4860 0.0 -0.1 -0.1 0.452
H -20.5019 -1.8718 -7.1681 -0.1 0.1 -0.2 0.263
H -20.6687 -0.8721 -8.6550 -0.1 -0.2 0.4 0.340
H -22.0238 2.2962 -7.4681 -0.1 -0.1 0.1 0.358
H -20.6463 2.0636 -8.5258 0.1 0.0 -0.4 0.300
H -20.4427 2.9846 -7.0513 -0.1 0.0 0.0 0.285



74
Properties=species:S:1:pos:R:3:forces:R:3:mulliken_charge:R:1 method="wB97M-V/def2-TZVPD" e_tot_ev=-75120.268 total_charge=-1 homo_energy_ev="-4.19 / -4.18" spin_multiplicity=2 e_above_lowest_kcal_mol=67.2 s2=0.76
Ru 0.0056 -0.0007 0.5990 1.9 0.8 -2.3 -0.992
C 2.8573 -1.6852 3.4872 -0.1 0.0 0.0 -1.379
C 1.5631 -1.3879 3.0489 0.2 0.0 0.0 -0.778
N 1.5761 -1.0583 1.7620 -0.2 0.2 0.5 1.835
N 2.8443 -1.1310 1.3503 0.3 -0.2 0.0 -0.332
C 3.6402 -1.5095 2.3636 0.0 -0.1 0.1 -0.288
B 3.2252 -0.9337 -0.1261 -0.2 -0.1 -0.1 -0.027
N 3.0016 0.5407 -0.5218 -0.1 0.2 0.0 -0.220
C 3.8751 1.4096 -1.0463 -0.1 0.1 0.0 -0.306
C 3.1920 2.5556 -1.4041 0.0 0.0 -0.1 -1.362
C 1.8647 2.2866 -1.0580 -0.1 0.0 -0.1 -0.743
N 1.7589 1.0691 -0.5383 -0.7 -0.1 0.9 1.387
N 2.2901 -1.7348 -1.0355 0.1 -0.1 0.0 0.027
C 2.5830 -2.7192 -1.9016 0.0 -0.1 0.0 -0.352
C 1.4235 -3.0706 -2.5584 0.0 0.1 0.0 -1.103
C 0.4487 -2.2277 -2.0087 0.0 0.1 -0.3 -0.471
N 0.9863 -1.4181 -1.1101 -0.4 -0.3 0.2 0.723
H 3.1687 -1.9874 4.4719 0.0 0.0 0.0 0.443
H 0.6359 -1.3962 3.5986 0.0 0.0 0.0 0.335
H 4.7018 -1.6262 2.2222 0.0 0.0 -0.1 0.428
H 4.3677 -1.2725 -0.2936 0.0 0.2 0.0 -0.181
H 4.9175 1.1516 -1.1328 0.0 0.0 0.0 0.465
H 3.5934 3.4488 -1.8501 0.0 0.0 0.0 0.405
H 0.9911 2.9113 -1.1495 0.0 0.0 0.1 0.311
H 3.5848 -3.1093 -1.9796 0.0 0.1 0.0 0.417
H 1.2907 -3.8430 -3.2963 0.0 0.0 0.0 0.356
H -0.6061 -2.1799 -2.2190 0.0 0.0 0.1 0.534
C -1.5099 1.8400 -2.1368 0.0 -0.1 -0.1 -1.486
Si -1.5915 1.5408 -0.2650 0.1 0.1 0.1 1.728
C -3.4065 1.1429 0.0751 0.0 -0.2 0.0 -1.301
C -1.3658 3.2693 0.5058 0.0 0.1 -0.1 0.350
C -2.0913 4.3948 0.0924 0.1 0.0 0.1 -0.809
C -1.9058 5.6294 0.6962 0.0 0.0 0.0 -0.717
C -0.9828 5.7594 1.7316 0.0 0.0 0.0 -0.678
C -0.2563 4.6543 2.1477 0.0 0.0 0.0 -0.618
C -0.4344 3.4031 1.5451 -0.1 0.0 -0.1 0.404
Si 0.5102 1.8402 2.0666 -0.4 0.5 0.2 1.447
C 2.3286 2.3853 2.1022 0.2 -0.3 -0.1 -1.301
C 0.1585 1.7511 3.9297 -0.2 -0.4 0.0 -1.328
H -2.2953 2.5373 -2.4475 0.0 0.0 0.0 0.397
H -1.6467 0.9029 -2.6832 0.0 0.0 0.0 0.304
H -0.5485 2.2606 -2.4363 0.0 0.0 -0.1 0.332
H -4.0445 2.0131 -0.1071 0.0 0.0 0.0 0.499
H -3.5336 0.8281 1.1137 0.0 0.0 0.0 0.122
H -3.7388 0.3163 -0.5569 0.0 0.0 0.0 0.252
H -2.8126 4.3025 -0.7155 0.0 0.0 0.0 0.270
H -2.4751 6.4913 0.3660 0.0 0.0 0.0 0.364
H -0.8345 6.7221 2.2082 0.0 0.0 0.0 0.381
H 0.4635 4.7667 2.9547 0.0 0.0 0.0 0.254
H 2.5066 3.0084 2.9832 -0.1 0.0 0.0 0.559
H 2.5954 2.9598 1.2162 0.0 0.0 0.1 0.304
H 3.0078 1.5282 2.1549 0.0 0.0 0.1 0.141
H 0.5086 2.6748 4.3985 0.0 0.0 -0.1 0.437
H 0.6796 0.9142 4.4034 0.0 0.1 0.0 0.384
H -0.9078 1.6528 4.1349 0.0 0.0 0.0 0.175
C -3.7603 -5.2951 0.9159 0.0 0.1 -0.1 -1.339
C -3.1557 -4.3110 1.8929 -0.1 -0.1 0.0 -0.319
O -2.9320 -3.0708 1.2333 -0.1 0.1 0.2 -0.331
P -1.5410 -2.1993 1.2069 -1.4 -2.1 -2.5 0.325
O -1.6454 -1.4181 -0.1063 0.5 0.6 1.3 -0.536
Te 0.0524 -4.1826 0.8245 -0.2 1.0 1.0 -0.582
O -1.9884 -1.0699 2.2871 0.8 -0.3 1.0 0.074
C -2.5087 -1.5870 3.5275 0.0 0.0 0.3 -0.329
C -2.2521 -0.6370 4.6722 0.1 0.1 -0.2 -1.277
H -4.0375 -6.2205 1.4258 0.0 0.0 0.0 0.394
H -3.0327 -5.5198 0.1357 0.0 0.0 0.0 0.245
H -4.6479 -4.8600 0.4527 0.0 -0.1 0.0 0.304
H -2.2204 -4.7137 2.2844 0.1 0.0 0.0 0.437
H -3.8350 -4.1437 2.7370 0.0 0.1 0.0 0.258
H -2.0580 -2.5586 3.7544 0.1 0.0 -0.1 0.394
H -3.5812 -1.7493 3.4106 0.0 0.0 -0.2 0.349
H -1.1855 -0.5286 4.8634 0.0 0.0 0.0 0.190
H -2.7325 -1.0193 5.5744 0.0 0.0 0.0 0.443
H -2.6604 0.3479 4.4428 0.0 0.0 0.1 0.303